# 1
Below is a 2-piece molecular cluster, C5H17N2 overall, with properties calculated with wB97M-V/def2-TZVPD.

The geometry in XYZ format:
```
24
Properties=species:S:1:pos:R:3:forces:R:3:mulliken_charge:R:1
C 1.882 0.661 -1.383 0.014 0.134 -0.212 -0.97
N 0.450 0.932 -1.222 -0.119 0.089 0.209 -0.47
C 0.157 2.286 -0.720 0.078 -0.002 -0.238 -1.00
H 2.021 -0.361 -1.722 0.044 -0.112 0.007 0.32
H 2.352 1.325 -2.108 0.014 0.083 0.013 0.36
H 2.374 0.795 -0.423 0.059 -0.032 0.053 0.33
H -0.103 -0.009 -0.227 -0.316 -0.151 0.325 0.53
H -0.034 0.808 -2.103 0.069 -0.035 -0.134 0.26
H 0.728 2.470 0.186 -0.007 -0.058 0.136 0.35
H -0.906 2.363 -0.508 -0.071 0.066 0.074 0.32
H 0.422 3.058 -1.440 0.037 0.031 -0.063 0.38
C 0.052 -2.071 0.234 -0.126 0.084 0.005 -1.02
N -0.538 -0.745 0.561 0.151 -0.283 -0.004 0.14
C -2.016 -0.796 0.443 0.154 0.086 0.017 -0.96
C -0.137 -0.338 1.930 -0.205 -0.045 -0.237 -1.01
H -0.272 -2.379 -0.755 -0.005 0.038 -0.102 0.38
H -0.282 -2.813 0.956 -0.028 -0.016 0.077 0.41
H 1.136 -2.006 0.263 0.049 0.049 0.002 0.37
H -2.450 0.106 0.863 0.024 0.093 -0.043 0.36
H -2.296 -0.887 -0.602 -0.004 -0.028 -0.110 0.37
H -2.395 -1.654 0.992 -0.030 -0.089 0.059 0.39
H -0.558 0.637 2.151 0.079 0.123 -0.004 0.37
H 0.945 -0.323 1.994 0.133 0.077 0.041 0.36
H -0.534 -1.058 2.640 0.005 -0.100 0.130 0.42
```
Positions in Å, forces in eV/Å.

Summary:
F_max (Eh/bohr): 0.0093
Gap between HOMO and LUMO (eV): 11.288
E_LUMO (eV): -2.6
Molecular weight (g/mol): 105.20
Total charge: +1
E (hartree): -309.9680
Highest occupied orbital energy (eV): -13.9

# 2
Below is one molecule with the formula C4H2Cl2OS in a non-equilibrium geometry, with properties calculated with wB97M-V/def2-TZVPD.

The geometry in XYZ format:
```
10
Properties=species:S:1:pos:R:3:forces:R:3:mulliken_charge:R:1
S -2.823 -0.043 -0.026 0.448 0.275 -0.042 -0.22
C -1.109 -0.415 -0.010 1.432 -0.630 0.020 0.25
O -0.713 -1.748 -0.002 -0.836 1.263 0.133 -0.33
C 0.648 -1.782 0.052 -1.496 0.856 -0.157 -0.45
C 1.128 -0.538 0.061 1.158 0.404 -0.307 0.27
Cl 2.809 -0.164 -0.033 -0.310 0.176 0.148 -0.19
C 0.031 0.368 0.007 -1.462 0.026 0.153 0.22
Cl 0.064 2.101 0.017 0.058 -0.750 -0.011 -0.19
H -3.195 -1.316 0.087 0.004 -0.227 0.024 0.14
H 1.031 -2.739 -0.031 1.004 -1.392 0.041 0.49
```
Positions in Å, forces in eV/Å.

Summary:
F_max (Eh/bohr): 0.0337
Gap between HOMO and LUMO (eV): 9.120
E_LUMO (eV): 0.6
Molecular weight (g/mol): 169.03
E (hartree): -1547.4000
Highest occupied orbital energy (eV): -8.5
SMILES string: Sc1occ(Cl)c1Cl

# 3
Below is a 2-piece molecular cluster, C3H10N2 overall in a non-equilibrium geometry, with properties calculated with wB97M-V/def2-TZVPD.

The geometry in XYZ format:
```
15
Properties=species:S:1:pos:R:3:forces:R:3:mulliken_charge:R:1
C 1.026 0.945 0.281 0.962 0.096 -0.469 -0.52
C 1.387 -1.249 -0.567 0.263 -0.535 -0.056 -0.85
C -1.903 0.208 0.947 0.589 -0.057 -2.083 -0.96
N 0.829 0.092 -0.697 -1.777 0.372 1.546 0.62
N -0.190 0.139 -1.526 1.070 -0.230 -2.061 -1.06
H -1.431 0.117 -0.162 -0.965 -0.085 2.616 0.20
H -0.386 1.110 -1.772 -0.157 0.068 0.587 0.24
H 1.729 0.711 1.060 0.329 -0.047 -0.104 0.27
H 0.598 1.929 0.220 -0.307 -0.022 0.010 0.32
H 0.908 -1.773 0.260 -0.065 0.109 -0.055 0.31
H 1.197 -1.783 -1.495 -0.006 0.137 0.085 0.29
H 2.456 -1.190 -0.384 0.056 0.068 0.032 0.34
H -2.886 -0.253 0.926 -0.139 0.038 -0.090 0.32
H -2.000 1.265 1.171 -0.113 0.143 0.157 0.25
H -1.333 -0.270 1.738 0.260 -0.055 -0.115 0.22
```
Positions in Å, forces in eV/Å.

Summary:
F_max (Eh/bohr): 0.0542
Gap between HOMO and LUMO (eV): 8.580
E_LUMO (eV): 0.8
Molecular weight (g/mol): 74.13
E (hartree): -229.6910
Highest occupied orbital energy (eV): -7.8

# 4
Below is a 2-piece molecular cluster, H4N2O2Si overall in a non-equilibrium geometry, with properties calculated with wB97M-V/def2-TZVPD.

The geometry in XYZ format:
```
9
Properties=species:S:1:pos:R:3:forces:R:3:mulliken_charge:R:1
O -1.862 1.507 3.885 0.031 0.925 -1.363 -0.31
N -1.823 2.241 2.924 -0.251 -1.274 1.272 0.25
Si -1.390 2.481 1.246 -1.531 -1.614 1.070 0.55
O -2.200 2.005 0.075 -0.207 -0.006 -0.716 -0.47
H -0.526 3.470 1.597 1.925 2.038 -0.206 -0.04
N -0.453 0.039 -1.423 -0.943 1.316 0.712 -0.68
H -1.018 0.899 -1.166 0.927 -1.307 -0.552 0.28
H 0.083 0.238 -2.255 -0.004 0.082 -0.151 0.21
H -1.154 -0.647 -1.670 0.053 -0.160 -0.066 0.21
```
Positions in Å, forces in eV/Å.

Summary:
F_max (Eh/bohr): 0.0547
Gap between HOMO and LUMO (alpha / beta) (eV): 8.135 / 8.089
E_LUMO (alpha / beta) (eV): -1.5 / -1.6
Molecular weight (g/mol): 92.13
E (hartree): -551.7718
Highest occupied orbital energy (alpha / beta) (eV): -9.7 / -9.7
SMILES string: O=N[SiH]=O.N

# 5
Below is C7H12 as an isolated structure, with properties calculated with wB97M-V/def2-TZVPD.

The geometry in XYZ format:
```
19
Properties=species:S:1:pos:R:3:forces:R:3:mulliken_charge:R:1
C -2.291 -0.392 -0.310 -0.020 -0.027 -0.031 -1.52
C -1.104 0.515 -0.017 0.010 0.036 0.035 0.90
C -0.064 -0.058 0.987 0.006 -0.073 0.057 -1.29
C 1.346 0.370 0.437 0.132 -0.040 0.202 0.73
C 2.403 -0.708 0.650 0.038 -0.027 0.013 -1.52
C 1.219 0.722 -1.078 -0.510 -0.041 0.010 -0.72
C -0.071 0.675 -1.081 0.158 0.059 -0.131 -0.28
H -1.957 -1.352 -0.718 -0.024 0.126 0.073 0.39
H -2.854 -0.588 0.610 0.077 0.035 -0.135 0.37
H -2.983 0.067 -1.026 0.120 -0.070 0.089 0.41
H -1.468 1.495 0.323 0.058 -0.130 -0.042 0.26
H -0.252 0.264 2.017 0.058 -0.035 -0.156 0.36
H -0.134 -1.154 0.960 0.014 0.150 -0.010 0.32
H 1.666 1.295 0.936 -0.042 -0.117 -0.111 0.31
H 2.128 -1.613 0.095 0.042 0.115 0.090 0.36
H 2.500 -0.974 1.710 -0.036 0.055 -0.125 0.36
H 3.372 -0.368 0.275 -0.131 -0.052 0.076 0.39
H -0.714 0.552 -2.482 0.008 -0.117 0.012 0.07
H -0.752 1.332 -2.367 0.042 0.152 0.084 0.12
```
Positions in Å, forces in eV/Å.

Summary:
F_max (Eh/bohr): 0.0100
Gap between HOMO and LUMO (eV): 9.267
E_LUMO (eV): 0.8
Molecular weight (g/mol): 96.17
E (hartree): -273.7074
Highest occupied orbital energy (eV): -8.4

# 6
Below is C35H46Cl2FeGe2N3O2S3 as an isolated structure, with properties calculated with wB97M-V/def2-TZVPD.

The geometry in XYZ format:
```
94
Properties=species:S:1:pos:R:3:forces:R:3:mulliken_spin:R:1
Fe -1.539 0.403 0.933 -0.316 -0.014 -0.106 4.03
Cl -1.096 0.147 3.466 0.300 -0.119 0.352 0.04
C -0.110 -1.301 3.657 -0.117 0.143 0.161 0.00
C 0.066 -1.758 4.950 0.023 -0.077 -0.005 0.00
C 0.715 -2.969 5.150 -0.005 0.042 -0.059 0.00
C 1.112 -3.733 4.064 -0.026 0.027 0.007 0.00
C 0.906 -3.256 2.779 0.079 -0.090 -0.047 -0.01
Cl 1.248 -4.303 1.443 0.040 0.032 0.071 0.00
C 0.363 -1.990 2.547 0.134 -0.017 -0.183 0.08
S 0.080 -1.402 0.897 -0.051 -0.029 -0.081 0.22
H -0.315 -1.185 5.783 -0.001 0.001 0.010 0.00
H 0.875 -3.334 6.154 -0.010 -0.009 0.005 0.00
H 1.559 -4.708 4.200 -0.004 -0.002 0.013 0.00
C -2.491 -3.689 -2.777 0.001 0.009 -0.044 0.01
C -2.261 -2.911 -1.478 -0.003 0.042 0.050 0.03
Ge -1.429 -1.150 -1.788 -0.035 0.076 -0.059 0.34
C -2.608 0.011 -2.873 0.106 0.024 -0.080 0.09
C -2.470 -0.235 -4.379 0.029 -0.008 -0.010 0.02
C 0.311 -1.457 -2.636 -0.104 0.052 0.005 0.07
C 1.551 -1.571 -2.148 0.058 -0.079 -0.051 -0.01
Ge 2.053 -0.953 -0.353 0.171 0.140 0.132 -0.06
C 2.168 1.007 -0.421 0.021 -0.054 0.081 0.02
C 3.175 1.550 -1.436 -0.003 -0.006 -0.042 0.00
C 3.459 -1.712 0.788 -0.182 -0.076 0.048 0.00
C 4.902 -1.282 0.534 0.008 0.084 -0.074 0.00
C 2.680 -2.011 -3.011 0.064 -0.058 0.024 -0.01
C 2.490 -2.922 -4.054 -0.076 -0.074 0.044 0.01
C 3.547 -3.313 -4.857 0.072 0.007 -0.016 0.00
C 4.823 -2.811 -4.636 -0.043 -0.016 -0.001 0.00
C 5.034 -1.919 -3.598 -0.039 -0.009 -0.003 0.00
C 3.970 -1.535 -2.794 0.103 0.121 0.025 0.00
H -2.877 -4.687 -2.566 -0.002 0.004 0.011 0.00
H -1.565 -3.812 -3.341 0.001 0.000 -0.008 -0.01
H -3.216 -3.192 -3.422 0.006 0.008 -0.009 0.00
H -1.602 -3.473 -0.814 0.016 0.017 0.019 0.00
H -3.210 -2.761 -0.956 0.022 0.010 0.024 0.00
H -2.388 1.057 -2.650 -0.006 -0.019 0.029 -0.02
H -3.627 -0.178 -2.528 -0.006 -0.018 0.001 0.00
H -1.476 0.042 -4.733 0.003 -0.012 -0.005 0.00
H -3.193 0.359 -4.940 -0.003 0.009 0.013 0.01
H -2.634 -1.280 -4.642 -0.005 -0.003 -0.002 0.00
H 0.216 -1.629 -3.710 -0.033 -0.081 -0.016 0.00
H 2.397 1.362 0.588 -0.043 0.002 -0.014 0.00
H 1.167 1.363 -0.660 -0.022 0.011 -0.008 0.02
H 4.203 1.299 -1.174 -0.006 -0.001 -0.008 0.00
H 3.115 2.639 -1.490 -0.002 0.001 0.002 0.00
H 2.984 1.164 -2.438 -0.002 0.027 -0.005 0.00
H 3.376 -2.796 0.785 0.015 -0.019 -0.024 0.00
H 3.155 -1.377 1.786 -0.011 -0.055 -0.004 0.00
H 5.306 -1.735 -0.370 0.003 0.006 0.014 0.00
H 5.529 -1.602 1.366 0.005 -0.003 0.002 0.00
H 5.005 -0.198 0.449 -0.003 -0.006 0.002 0.00
H 1.516 -3.363 -4.223 -0.037 0.049 0.041 0.00
H 3.377 -4.025 -5.653 0.000 -0.001 -0.004 0.00
H 5.647 -3.124 -5.263 0.005 0.002 -0.005 0.00
H 6.022 -1.520 -3.410 0.004 0.000 -0.004 0.00
H 4.168 -0.817 -2.004 -0.056 -0.052 -0.023 0.00
C -2.059 3.446 -0.989 0.008 0.005 -0.007 -0.02
C -3.203 2.825 -0.263 -0.036 -0.030 -0.060 0.01
N -3.188 1.635 0.286 0.118 0.076 -0.109 -0.10
C -4.421 1.288 0.795 0.002 0.023 0.018 0.02
C -5.373 2.243 0.661 0.036 -0.018 -0.024 0.00
S -4.720 3.597 -0.151 -0.011 -0.032 0.004 0.01
C -4.543 -0.053 1.356 -0.074 -0.032 0.043 0.05
C -5.677 -0.666 1.775 0.048 -0.013 -0.010 0.00
S -5.317 -2.253 2.281 0.016 0.034 -0.043 0.01
C -3.666 -2.019 1.912 -0.007 -0.062 0.028 0.00
N -3.395 -0.823 1.439 0.024 0.131 -0.046 0.02
C -2.694 -3.122 2.155 -0.018 -0.013 -0.001 0.00
H -1.172 2.823 -0.899 0.004 -0.013 0.015 0.02
H -1.842 4.439 -0.596 0.008 0.016 0.007 0.00
H -2.302 3.556 -2.047 0.000 0.013 0.001 0.01
H -6.400 2.217 0.982 -0.019 0.009 0.001 0.00
H -6.681 -0.278 1.784 -0.019 0.005 0.011 0.00
H -3.156 -4.086 1.949 -0.017 -0.009 0.037 0.00
H -2.367 -3.120 3.197 0.022 0.007 -0.007 0.00
H -1.829 -3.017 1.508 0.006 -0.002 -0.043 0.01
O -1.496 3.295 2.475 -0.126 0.050 0.040 0.01
C -0.440 2.936 1.957 0.124 -0.099 0.030 0.01
O -0.246 1.948 1.184 -0.105 0.029 -0.036 0.05
C 0.832 3.738 2.290 -0.053 -0.015 0.022 0.01
N 0.392 4.827 3.241 -0.118 0.006 0.051 0.00
C 0.669 6.165 2.598 0.022 -0.010 0.026 0.00
C 0.716 5.832 1.117 0.012 0.016 -0.004 0.00
C 1.430 4.480 1.093 0.008 -0.009 -0.010 0.00
H 1.537 3.077 2.792 0.004 0.005 -0.023 0.00
H 0.823 4.748 4.160 -0.021 0.002 -0.029 0.00
H -0.634 4.643 3.337 0.156 -0.008 -0.044 0.00
H 1.637 6.507 2.960 -0.006 0.010 -0.003 0.00
H -0.098 6.873 2.898 -0.006 -0.004 -0.016 0.00
H 1.237 6.600 0.550 0.002 0.000 0.003 0.00
H -0.297 5.748 0.718 -0.018 -0.006 -0.003 0.00
H 2.503 4.614 1.230 0.004 0.004 -0.009 0.00
H 1.277 3.917 0.175 -0.006 -0.005 0.003 0.00
```
Positions in Å, forces in eV/Å.

Summary:
F_max (Eh/bohr): 0.0093
Gap between HOMO and LUMO (alpha / beta) (eV): 7.198 / 6.866
E_LUMO (alpha / beta) (eV): -4.4 / -5.7
Molecular weight (g/mol): 908.94
Total charge: +2
E (hartree): -9208.1197
Multiplicity: 6
Highest occupied orbital energy (alpha / beta) (eV): -11.6 / -12.6